<P>
A structure of composition C4H6N3. Source: the OMol25 dataset; level of theory: wB97M-V/def2-TZVPD.

Geometry as XYZ:
```
13
Properties=species:S:1:pos:R:3:nbo_charge:R:1
C -1.04 0.82 0.09 0.21
C 0.31 -0.97 -0.09 0.55
C -1.13 -0.75 -0.08 -0.54
C 1.25 0.73 0.00 0.30
N 0.04 1.44 0.17 -0.39
N 1.06 -0.68 1.00 -0.50
N 1.07 -0.29 -1.02 -0.56
H -1.98 1.35 0.13 0.25
H -1.67 -1.20 0.75 0.28
H -1.65 -0.96 -1.02 0.28
H 2.17 1.29 0.11 0.26
H 0.72 -0.69 1.95 0.42
H 0.84 -0.10 -1.99 0.44
```

- charge = +1
- highest occupied orbital energy (eV) = -15.51
- multiplicity = 1
- lowest unoccupied orbital energy (eV) = -5.35

<Q>
The ion C4H6N3 with charge +1. Source: the OMol25 dataset; level of theory: wB97M-V/def2-TZVPD.

Geometry as XYZ:
```
13
Properties=species:S:1:pos:R:3:nbo_charge:R:1
C -0.37 -1.03 0.81 0.16
C 0.31 0.23 -0.91 0.54
C 0.68 -1.13 -0.58 -0.51
C -0.48 1.26 0.41 0.22
N -0.77 0.05 1.26 -0.36
N 0.88 1.14 -0.04 -0.52
N -0.88 0.87 -0.90 -0.53
H -0.42 -2.04 1.40 0.28
H 1.72 -1.39 -0.33 0.29
H 0.13 -1.82 -1.25 0.27
H -0.73 2.28 0.88 0.26
H 1.79 0.95 0.46 0.44
H -1.84 0.62 -1.21 0.46
```

- charge = +1
- highest occupied orbital energy (eV) = -15.49
- multiplicity = 1
- lowest unoccupied orbital energy (eV) = -5.12

<R>
The ion C4H6N3 with charge +1. Source: the OMol25 dataset; level of theory: wB97M-V/def2-TZVPD.

Geometry as XYZ:
```
13
Properties=species:S:1:pos:R:3:nbo_charge:R:1
C -2.02 1.06 0.10 0.10
N -0.81 0.83 0.35 -0.37
C 0.32 0.40 -0.04 0.61
N 1.51 0.86 0.14 -0.36
C 2.69 0.70 -0.26 0.15
N 0.23 -1.30 -0.24 -0.34
C -0.71 -1.88 0.33 -0.04
H -2.51 0.84 -0.88 0.20
H -2.64 1.55 0.73 0.21
H 3.62 0.85 0.22 0.23
H 2.72 0.44 -1.28 0.19
H -1.55 -1.45 0.87 0.18
H -0.86 -2.91 -0.04 0.24
```

- charge = +1
- highest occupied orbital energy (eV) = -14.59
- multiplicity = 1
- lowest unoccupied orbital energy (eV) = -5.68
- structure (SMILES) = C=NC(N=C)=[N+]=C

Most stable structure: <P>

<P>
A cluster of 2 separate species, C9H14O in total. Source: the OMol25 dataset; level of theory: wB97M-V/def2-TZVPD.

Geometry as XYZ:
```
24
Properties=species:S:1:pos:R:3:nbo_charge:R:1
C 1.76 1.94 1.63 -0.62
C 1.15 1.36 0.43 -0.07
C -0.08 0.69 0.55 -0.19
C -0.74 0.08 -0.60 -0.33
C -0.06 0.19 -1.81 0.32
O -0.50 -0.18 -2.95 -0.66
C 1.21 0.87 -1.95 -0.26
C 1.74 1.46 -0.88 -0.18
H 1.63 3.10 1.52 0.21
H 2.78 1.86 1.83 0.22
H 1.12 1.53 2.44 0.22
H -0.62 0.59 1.52 0.21
H -1.62 -0.54 -0.44 0.21
H -1.32 -0.73 -3.01 0.49
H 1.56 0.94 -3.00 0.23
H 2.61 2.09 -0.99 0.21
C -1.06 -2.62 2.55 -0.62
C -2.52 -2.62 1.85 -0.61
H -0.41 -3.43 2.19 0.21
H -0.53 -1.74 2.09 0.21
H -1.14 -2.51 3.65 0.21
H -3.13 -2.85 2.67 0.20
H -2.55 -3.32 1.05 0.21
H -2.74 -1.59 1.54 0.20
```

- highest occupied orbital energy (eV) = -7.90
- multiplicity = 1
- lowest unoccupied orbital energy (eV) = 0.73
- structure (SMILES) = Cc1ccc(O)cc1.CC

<Q>
A cluster of 2 separate species, C9H14O in total. Source: the OMol25 dataset; level of theory: wB97M-V/def2-TZVPD.

Geometry as XYZ:
```
24
Properties=species:S:1:pos:R:3:nbo_charge:R:1
C 0.79 -2.02 1.72 -0.62
C 0.57 -0.57 1.39 -0.04
C -0.71 -0.04 1.39 -0.19
C -0.95 1.30 1.10 -0.26
C 0.16 2.08 0.82 0.27
O -0.05 3.41 0.44 -0.71
C 1.43 1.56 0.65 -0.25
C 1.60 0.22 0.93 -0.19
H 0.11 -2.32 2.52 0.21
H 1.80 -2.14 2.09 0.21
H 0.62 -2.71 0.90 0.22
H -1.53 -0.61 1.82 0.21
H -1.86 1.86 1.08 0.23
H -0.18 3.95 1.22 0.48
H 2.23 2.14 0.21 0.23
H 2.59 -0.24 0.93 0.21
C -0.69 -1.42 -2.66 -0.61
C -1.05 -0.01 -2.13 -0.61
H 0.31 -1.65 -2.26 0.20
H -1.37 -2.23 -2.44 0.20
H -0.38 -1.41 -3.72 0.20
H -0.56 0.72 -2.75 0.21
H -0.72 0.04 -1.10 0.21
H -2.13 0.08 -2.15 0.20
```

- highest occupied orbital energy (eV) = -8.91
- multiplicity = 1
- lowest unoccupied orbital energy (eV) = 0.93
- structure (SMILES) = Cc1ccc(O)cc1.CC

Most stable structure: <Q>

<P>
A cluster of 2 separate species, C9H14O in total. Source: the OMol25 dataset; level of theory: wB97M-V/def2-TZVPD.

Geometry as XYZ:
```
24
Properties=species:S:1:pos:R:3:nbo_charge:R:1
C 1.71 2.06 -0.86 -0.63
C 1.66 0.73 -0.13 -0.03
C 2.51 -0.31 -0.51 -0.20
C 2.44 -1.54 0.09 -0.26
C 1.54 -1.75 1.15 0.28
O 1.42 -3.01 1.72 -0.68
C 0.80 -0.70 1.63 -0.25
C 0.83 0.52 0.95 -0.20
H 1.75 1.96 -1.94 0.22
H 2.46 2.73 -0.44 0.22
H 0.78 2.58 -0.60 0.21
H 3.18 -0.12 -1.33 0.21
H 3.04 -2.36 -0.28 0.21
H 1.47 -3.66 1.01 0.48
H 0.22 -0.77 2.54 0.22
H 0.18 1.27 1.41 0.21
C -3.17 -0.49 -0.66 -0.61
C -3.25 1.06 -0.47 -0.60
H -2.84 -0.98 0.26 0.20
H -4.22 -0.76 -0.78 0.21
H -2.43 -0.71 -1.42 0.21
H -4.15 1.24 0.13 0.20
H -2.38 1.53 -0.04 0.20
H -3.54 1.47 -1.43 0.20
```

- highest occupied orbital energy (eV) = -8.60
- multiplicity = 1
- lowest unoccupied orbital energy (eV) = 0.87
- structure (SMILES) = Cc1ccc(O)cc1.CC

<Q>
A cluster of 2 separate species, C9H14O in total. Source: the OMol25 dataset; level of theory: wB97M-V/def2-TZVPD.

Geometry as XYZ:
```
24
Properties=species:S:1:pos:R:3:nbo_charge:R:1
C 2.41 -1.23 -1.60 -0.64
C 1.63 -1.28 -0.34 -0.06
C 1.76 -0.31 0.63 -0.19
C 0.75 -0.08 1.59 -0.30
C -0.36 -0.89 1.66 0.30
O -1.34 -0.89 2.60 -0.66
C -0.48 -1.89 0.67 -0.26
C 0.48 -2.13 -0.25 -0.18
H 2.88 -0.24 -1.74 0.22
H 1.80 -1.33 -2.51 0.22
H 3.21 -1.93 -1.84 0.22
H 2.66 0.28 0.64 0.21
H 0.87 0.72 2.32 0.21
H -1.07 -0.32 3.33 0.48
H -1.40 -2.48 0.69 0.22
H 0.50 -3.02 -0.86 0.21
C -1.10 1.78 -0.45 -0.60
C -2.43 2.39 -0.93 -0.62
H -1.37 1.06 0.32 0.20
H -0.53 1.31 -1.24 0.21
H -0.54 2.57 0.06 0.20
H -2.25 3.46 -1.13 0.20
H -2.99 2.59 0.00 0.20
H -3.08 1.86 -1.61 0.21
```

- highest occupied orbital energy (eV) = -8.25
- multiplicity = 1
- lowest unoccupied orbital energy (eV) = 0.81
- structure (SMILES) = Cc1ccc(O)cc1.CC

<R>
A cluster of 2 separate species, C9H14O in total. Source: the OMol25 dataset; level of theory: wB97M-V/def2-TZVPD.

Geometry as XYZ:
```
24
Properties=species:S:1:pos:R:3:nbo_charge:R:1
C 0.70 1.27 2.48 -0.62
C -0.31 0.45 1.74 -0.05
C -0.67 0.76 0.43 -0.18
C -1.65 0.07 -0.25 -0.27
C -2.23 -1.05 0.34 0.31
O -3.15 -1.75 -0.39 -0.67
C -1.83 -1.45 1.61 -0.30
C -0.90 -0.69 2.29 -0.19
H 0.31 2.26 2.71 0.22
H 1.59 1.41 1.87 0.22
H 1.01 0.78 3.39 0.21
H -0.16 1.59 -0.07 0.21
H -1.96 0.30 -1.26 0.22
H -3.56 -2.43 0.15 0.48
H -2.40 -2.22 2.11 0.21
H -0.70 -0.89 3.34 0.21
C 2.00 -0.14 -1.88 -0.61
C 1.97 0.55 -3.25 -0.61
H 2.63 0.38 -1.15 0.20
H 2.34 -1.17 -1.98 0.20
H 1.01 -0.15 -1.42 0.21
H 1.02 0.35 -3.75 0.21
H 2.20 1.61 -3.15 0.20
H 2.74 0.16 -3.91 0.20
```

- highest occupied orbital energy (eV) = -8.39
- multiplicity = 1
- lowest unoccupied orbital energy (eV) = 0.88
- structure (SMILES) = Cc1ccc(O)cc1.CC

<S>
A cluster of 2 separate species, C9H14O in total. Source: the OMol25 dataset; level of theory: wB97M-V/def2-TZVPD.

Geometry as XYZ:
```
24
Properties=species:S:1:pos:R:3:nbo_charge:R:1
C -1.42 -1.82 -1.81 -0.63
C -1.43 -0.71 -0.76 -0.03
C -1.85 0.46 -1.27 -0.21
C -1.62 1.65 -0.41 -0.23
C -1.33 1.52 0.99 0.26
O -1.33 2.73 1.70 -0.69
C -1.21 0.23 1.54 -0.26
C -1.13 -0.91 0.64 -0.22
H -1.70 -1.44 -2.83 0.22
H -1.98 -2.70 -1.33 0.21
H -0.46 -2.28 -1.88 0.22
H -2.07 0.70 -2.32 0.22
H -1.72 2.72 -0.78 0.23
H -1.10 2.63 2.70 0.49
H -1.13 0.04 2.59 0.21
H -1.30 -1.92 0.99 0.22
C 3.22 -0.76 0.40 -0.63
C 2.52 0.57 0.14 -0.63
H 2.51 -1.45 0.82 0.21
H 3.62 -1.47 -0.38 0.22
H 4.10 -0.69 1.15 0.20
H 2.56 1.37 0.83 0.21
H 2.80 1.04 -0.71 0.20
H 1.43 0.46 -0.01 0.21
```

- highest occupied orbital energy (eV) = -8.36
- multiplicity = 1
- lowest unoccupied orbital energy (eV) = 0.78
- structure (SMILES) = Cc1ccc(O)cc1.CC

Most stable structure: <R>

<P>
A cluster of 2 separate species, C9H14O in total. Source: the OMol25 dataset; level of theory: wB97M-V/def2-TZVPD.

Geometry as XYZ:
```
24
Properties=species:S:1:pos:R:3:nbo_charge:R:1
C 0.85 -2.73 -1.10 -0.62
C 0.29 -1.99 0.10 -0.06
C 0.53 -0.65 0.31 -0.18
C -0.01 0.00 1.42 -0.26
C -0.73 -0.72 2.36 0.29
O -1.20 -0.02 3.45 -0.68
C -0.95 -2.07 2.18 -0.29
C -0.48 -2.69 1.01 -0.18
H 1.09 -3.76 -0.81 0.21
H 1.76 -2.26 -1.44 0.21
H 0.12 -2.79 -1.91 0.22
H 1.16 -0.10 -0.37 0.21
H 0.17 1.06 1.48 0.22
H -1.52 -0.63 4.14 0.48
H -1.48 -2.67 2.92 0.21
H -0.69 -3.74 0.90 0.21
C 0.26 2.56 -1.47 -0.61
C 0.01 3.87 -2.21 -0.61
H 0.74 2.76 -0.49 0.20
H -0.69 2.03 -1.32 0.21
H 0.96 1.90 -1.99 0.20
H -0.68 4.53 -1.67 0.20
H -0.48 3.71 -3.17 0.20
H 0.96 4.40 -2.32 0.20
```

- highest occupied orbital energy (eV) = -8.44
- multiplicity = 1
- lowest unoccupied orbital energy (eV) = 0.90
- structure (SMILES) = Cc1ccc(O)cc1.CC

<Q>
A cluster of 2 separate species, C9H14O in total. Source: the OMol25 dataset; level of theory: wB97M-V/def2-TZVPD.

Geometry as XYZ:
```
24
Properties=species:S:1:pos:R:3:nbo_charge:R:1
C -1.27 -2.22 -0.60 -0.61
C -1.16 -0.93 0.11 -0.07
C -0.26 -0.78 1.15 -0.17
C 0.24 0.41 1.54 -0.30
C -0.35 1.63 1.02 0.34
O -0.16 2.70 1.82 -0.67
C -1.32 1.48 -0.10 -0.28
C -1.64 0.21 -0.54 -0.19
H -0.80 -2.94 -0.08 0.21
H -0.62 -2.12 -1.60 0.22
H -2.24 -2.55 -0.71 0.21
H 0.24 -1.71 1.58 0.21
H 0.98 0.46 2.22 0.19
H 0.54 2.50 2.56 0.49
H -1.82 2.44 -0.46 0.23
H -2.11 0.09 -1.53 0.22
C 2.82 -0.57 -2.09 -0.62
C 1.78 -1.32 -1.43 -0.66
H 3.85 -0.66 -1.78 0.21
H 2.92 -0.74 -3.28 0.19
H 2.80 0.58 -2.04 0.21
H 1.26 -1.86 -2.31 0.22
H 1.09 -0.61 -0.87 0.23
H 2.11 -1.92 -0.57 0.22
```

- highest occupied orbital energy (eV) = -8.05
- multiplicity = 1
- lowest unoccupied orbital energy (eV) = 0.71
- structure (SMILES) = Cc1ccc(O)cc1.CC

Most stable structure: <P>

<P>
A cluster of 2 separate species, C4H10N2 in total. Source: the OMol25 dataset; level of theory: wB97M-V/def2-TZVPD.

Geometry as XYZ:
```
16
Properties=species:S:1:pos:R:3:nbo_charge:R:1
C -0.82 -1.00 -0.86 -0.32
C -0.65 0.11 0.00 0.06
C 1.57 -0.16 1.07 -0.60
C 0.15 0.26 1.25 -0.46
N -0.01 0.09 -1.33 -0.28
N -0.50 0.70 -2.50 -0.63
H -0.24 -1.90 -0.93 0.20
H -1.63 -1.14 -1.55 0.21
H -2.05 0.92 0.00 0.09
H 2.08 -0.59 2.04 0.21
H 2.11 0.72 0.88 0.21
H 1.54 -0.76 0.18 0.22
H 0.16 1.26 1.48 0.21
H -0.28 -0.20 2.09 0.22
H -0.02 1.57 -2.60 0.35
H -1.51 1.03 -2.27 0.32
```

- highest occupied orbital energy (eV) = -9.14
- multiplicity = 1
- lowest unoccupied orbital energy (eV) = 0.94

<Q>
A cluster of 2 separate species, C4H10N2 in total. Source: the OMol25 dataset; level of theory: wB97M-V/def2-TZVPD.

Geometry as XYZ:
```
16
Properties=species:S:1:pos:R:3:nbo_charge:R:1
C -2.18 0.56 0.96 -0.56
C -2.11 -0.48 0.12 0.03
N -1.43 -0.58 -1.06 -0.82
H -1.65 1.49 0.81 0.19
H -2.72 0.39 1.87 0.21
H -2.62 -1.39 0.41 0.19
H -0.90 0.20 -1.39 0.38
H -1.37 -1.44 -1.57 0.39
C 2.18 -0.84 0.56 -0.52
C 1.86 0.43 0.33 0.01
N 1.75 1.04 -0.92 -0.82
H 2.44 -1.51 -0.25 0.19
H 2.22 -1.19 1.57 0.21
H 1.73 1.10 1.18 0.19
H 1.71 0.40 -1.69 0.37
H 1.08 1.80 -0.93 0.38
```

- highest occupied orbital energy (eV) = -8.03
- multiplicity = 1
- lowest unoccupied orbital energy (eV) = 0.92
- structure (SMILES) = C=CN.C=CN

<R>
A cluster of 2 separate species, C4H10N2 in total. Source: the OMol25 dataset; level of theory: wB97M-V/def2-TZVPD.

Geometry as XYZ:
```
16
Properties=species:S:1:pos:R:3:nbo_charge:R:1
H 1.59 -1.45 -0.81 0.34
N 2.50 -1.04 -0.67 -0.73
C 2.50 -0.10 0.19 0.25
N 3.66 0.55 0.50 -0.82
H 1.67 -0.19 0.90 0.16
H 4.42 0.36 -0.13 0.40
H 3.80 1.13 1.31 0.40
C -1.08 0.58 0.41 -0.41
C -1.83 0.15 -0.61 -0.16
C -3.23 -0.37 -0.35 -0.65
H -0.05 0.80 0.32 0.19
H -1.52 0.76 1.39 0.19
H -1.65 0.39 -1.63 0.20
H -3.52 -0.26 0.70 0.21
H -3.24 -1.44 -0.59 0.22
H -4.02 0.13 -0.92 0.21
```

- highest occupied orbital energy (eV) = -9.10
- multiplicity = 1
- lowest unoccupied orbital energy (eV) = 1.08
- structure (SMILES) = [H]/N=C/N.C=CC

<S>
An isolated molecule of C4H10N2. Source: the OMol25 dataset; level of theory: wB97M-V/def2-TZVPD.

Geometry as XYZ:
```
16
Properties=species:S:1:pos:R:3:nbo_charge:R:1
C 0.84 1.47 -0.12 -0.62
C 0.38 0.05 0.00 0.04
C -0.98 -0.29 0.59 -0.23
N -2.24 -0.18 -0.19 -0.82
C 1.00 -1.10 -0.70 -0.24
N 1.39 -0.74 0.63 -0.60
H -0.04 2.10 -0.07 0.20
H 1.51 1.75 0.70 0.23
H 1.40 1.77 -1.00 0.22
H -0.98 0.45 1.46 0.19
H -0.99 -1.26 1.04 0.19
H -2.16 -0.64 -1.09 0.35
H -2.31 0.80 -0.39 0.35
H 1.75 -1.02 -1.53 0.21
H 0.32 -1.96 -0.76 0.18
H 1.09 -1.21 1.44 0.36
```

- highest occupied orbital energy (eV) = -9.18
- multiplicity = 1
- lowest unoccupied orbital energy (eV) = 1.05
- structure (SMILES) = C[C@@]1(CN)CN1

Most stable structure: <Q>